# 1
An isolated molecule of C24H34N2O6 at a distorted geometry, computed with wB97M-V/def2-TZVPD.

The calculation puts the maximum force at 1.3 eV Å⁻¹. The energy above the lowest of the compared OMol25 structures with the same formula, charge and spin comes out at 196.23 kJ/mol. The LUMO energy comes out at 0.6 eV. The SMILES is CCO[C@H]1OC(C(=O)N2CCN(Cc3ccc4c(c3)OCO4)CC2)=C[C@@H](C)[C@@H]1CCCO. The value obtained for the HOMO energy is -8.20 eV. The calculation puts the total energy at -1495.8489 a.u.

The geometry in ORCA input format:
```
! wB97M-V def2-TZVPD RIJCOSX def2/J DEFGRID3
* xyz 0 1
C -2.64378 2.33166 2.46070
C -2.33305 0.85248 2.25311
H -2.54947 0.29404 3.16805
O -3.15119 0.25483 1.25822
C -2.70670 0.41931 -0.06123
C -3.88745 0.14222 -1.00253
C -3.71663 0.75643 -2.40617
C -2.71804 0.09471 -3.36437
C -1.28309 0.63031 -3.25326
O -0.36535 -0.15667 -3.96645
H -0.28378 -1.01946 -3.52505
H -1.22745 1.63055 -3.69532
H -0.98325 0.70808 -2.20140
H -3.05365 0.26380 -4.38990
H -2.69637 -0.98416 -3.20874
H -4.70394 0.71979 -2.87339
H -3.45349 1.81193 -2.29548
C -4.21506 -1.36051 -1.04793
C -2.94449 -2.15342 -1.11090
C -1.76958 -1.64940 -0.75629
O -1.56360 -0.37600 -0.28572
C -0.45862 -2.33794 -1.03140
O -0.08401 -2.48303 -2.18573
N 0.23834 -2.76697 0.03134
C -0.11731 -2.51244 1.40447
H -1.16336 -2.21556 1.47617
C 0.79278 -1.41505 1.95776
N 2.17736 -1.83327 1.84105
C 3.10294 -0.93449 2.52226
C 3.09396 0.47741 1.98444
C 2.19256 1.40953 2.47906
C 2.08141 2.69170 1.94548
C 2.90966 3.00429 0.89645
C 3.83058 2.08032 0.39951
C 3.94021 0.81657 0.92279
H 4.65989 0.11748 0.53014
O 4.53784 2.65021 -0.62396
C 4.01891 3.95374 -0.77492
O 3.01396 4.17390 0.19219
H 4.82703 4.68993 -0.64002
H 3.59060 4.06568 -1.78418
H 1.37849 3.40845 2.33563
H 1.55858 1.14101 3.31097
H 4.10170 -1.36693 2.42671
H 2.82667 -0.93339 3.58027
C 2.52232 -2.07857 0.45082
C 1.61810 -3.17721 -0.11239
H 1.81949 -3.33633 -1.17238
H 1.76973 -4.10789 0.44132
H 3.56311 -2.40493 0.40375
H 2.40505 -1.17520 -0.17109
H 0.56631 -1.24910 3.01330
H 0.59482 -0.48575 1.39678
H 0.03531 -3.43496 1.97420
H -2.99176 -3.16605 -1.47759
C -5.07712 -1.80344 0.13851
H -5.24675 -2.87712 0.09436
H -4.58144 -1.56009 1.07327
H -6.03978 -1.29800 0.11436
H -4.78277 -1.55722 -1.96518
H -4.73216 0.66135 -0.53612
H -2.34843 1.45106 -0.21292
H -1.27579 0.71727 1.99785
H -2.05181 2.71384 3.28769
H -2.40835 2.90870 1.56962
H -3.69861 2.46007 2.68901
*
```


# 2
A structure of composition C29H38InN6O6STe, computed with wB97M-V/def2-TZVPD.

The calculation puts the maximum force at 0.5 eV Å⁻¹. The energy above the lowest of the compared OMol25 structures with the same formula, charge and spin comes out at 199.55 kJ/mol. The LUMO energy comes out at 1.8 eV. The value obtained for the HOMO energy is -3.93 eV. The calculation puts the total energy at -2764.1570 a.u.

The geometry in ORCA input format:
```
! wB97M-V def2-TZVPD RIJCOSX def2/J DEFGRID3
* xyz -1 1
In -0.25826 -0.63663 -0.78344
C -1.80692 -0.50788 2.29789
N -0.36278 -0.57016 2.48142
C 0.08622 -1.95794 2.46973
C 1.59790 -2.15903 2.52466
C 2.42902 -1.51101 1.41838
N 2.01132 -1.85740 0.07282
C 2.87319 -2.39992 -0.68838
C 2.71373 -2.75273 -2.09121
C 3.56109 -3.75607 -2.58242
C 3.51116 -4.19846 -3.88600
C 2.59346 -3.58294 -4.75157
C 1.78210 -2.56437 -4.31966
C 1.80116 -2.08540 -2.97265
O 1.04497 -1.11017 -2.63277
C 0.03643 0.15260 3.69255
C 1.15457 1.17510 3.50042
C 0.70100 2.54323 3.01570
N -0.03586 2.53492 1.73572
C -0.89812 3.52083 1.61311
C -1.81259 3.82587 0.59448
C -2.37318 5.13699 0.61762
C -3.23905 5.57424 -0.33295
C -3.61292 4.67721 -1.37689
C -3.15916 3.40078 -1.41398
C -2.27241 2.86632 -0.39470
O -1.98018 1.65843 -0.35561
H -2.35043 -0.93287 3.16001
H -2.09062 -1.05926 1.40161
H -2.11095 0.52725 2.14227
H -0.30108 -2.41364 1.55282
H -0.36146 -2.51904 3.31272
H 1.78034 -3.23717 2.51624
H 1.98805 -1.78942 3.47892
H 3.48355 -1.78326 1.57691
H 2.35896 -0.42570 1.46918
H 3.85852 -2.66110 -0.26879
H 4.27574 -4.19860 -1.89295
H 4.16735 -4.98469 -4.23551
H 2.53214 -3.90609 -5.78516
H 1.09628 -2.07291 -4.99902
H 0.33041 -0.56451 4.47187
H -0.84062 0.67374 4.09138
H 1.90768 0.78624 2.82024
H 1.65468 1.34317 4.46081
H 1.57280 3.19748 2.92118
H 0.03079 2.96837 3.77022
H -0.93579 4.23627 2.44088
H -2.06219 5.80796 1.41348
H -3.63446 6.58064 -0.30664
H -4.28938 5.02378 -2.15110
H -3.46045 2.71321 -2.19450
C 2.67008 -8.07439 -0.58044
C 2.21329 -6.74832 -1.17081
S 0.57396 -6.92871 -1.83000
O 0.65357 -7.74244 -3.01987
O -0.30417 -7.34138 -0.75923
C 0.11538 -5.28926 -2.35174
C -0.09919 -4.25579 -1.25629
N -1.25341 -4.51693 -0.40598
C -2.54186 -4.30353 -0.76750
N -3.39341 -4.73435 0.14619
C -2.64213 -5.23105 1.15483
C -1.31785 -5.10920 0.84042
N -0.22422 -5.50543 1.64783
O 0.91463 -5.23204 1.28872
O -0.48403 -6.09090 2.68196
C -2.92423 -3.65097 -2.04785
H 3.67948 -7.96579 -0.18443
H 2.67706 -8.85793 -1.33751
H 2.01092 -8.37514 0.23245
H 2.83707 -6.41465 -2.00031
H 2.16964 -5.96629 -0.41326
H -0.78572 -5.46199 -2.94472
H 0.90042 -4.93953 -3.02669
H -0.26037 -3.28955 -1.73196
H 0.77314 -4.15587 -0.62308
H -3.05876 -5.64594 2.05588
H -2.28248 -2.79496 -2.26464
H -3.95068 -3.30538 -1.95634
H -2.87132 -4.35364 -2.88267
Te 1.15918 1.97465 0.04558
*
```


# 3
A structure of composition C31H37N5O2PPdS2, computed with wB97M-V/def2-TZVPD.

The calculation puts the maximum force at 0.7 eV Å⁻¹. The LUMO energy comes out at 2.3 eV. The value obtained for the HOMO energy is -3.58 eV. The calculation puts the total energy at -2893.4648 a.u.

The geometry in ORCA input format:
```
! wB97M-V def2-TZVPD RIJCOSX def2/J DEFGRID3
* xyz -1 1
Pd -0.27311 -0.25856 0.51679
N 6.01564 -0.90938 -3.12491
C 5.26847 -0.70858 -1.95358
C 5.73963 0.12661 -0.94218
C 5.00101 0.31234 0.21737
C 3.79310 -0.34429 0.38420
C 3.32468 -1.19009 -0.61230
C 4.05308 -1.37097 -1.77356
S 2.81766 -0.10213 1.85264
O 2.36441 -1.41961 2.22548
O 3.66344 0.61313 2.78213
N 1.52608 0.73358 1.42883
C 1.60225 2.06399 1.15379
N 0.42920 2.73265 1.26943
C 0.40829 3.99018 0.88630
C 1.53349 4.65880 0.41571
C 2.69748 3.91204 0.39217
N 2.75546 2.63516 0.75057
H 6.65511 -0.15724 -3.32981
H 5.44814 -1.12187 -3.93111
H 6.68814 0.63833 -1.07012
H 5.34362 0.97331 1.00387
H 2.37860 -1.69869 -0.46623
H 3.67943 -2.02707 -2.55202
H -0.54797 4.50089 0.97042
H 1.50554 5.69294 0.10309
H 3.63260 4.35634 0.06041
C -3.74922 -0.28730 -1.25357
C -3.68344 -0.15255 0.26854
C -5.05638 -0.49126 0.85088
C -3.36320 1.30639 0.61622
P -2.19480 -1.14486 0.90987
C -2.55655 -1.11737 2.73016
C -3.61630 -1.73536 3.39938
C -3.76967 -1.61765 4.77357
C -2.86990 -0.86476 5.51677
C -1.81498 -0.23947 4.87279
C -1.65519 -0.37328 3.49756
C -2.36975 -2.94806 0.39944
C -1.31108 -3.60952 1.30498
C -1.84766 -3.07769 -1.03984
C -3.70785 -3.67705 0.48292
H -4.39321 0.49577 -1.66922
H -4.16338 -1.24975 -1.56049
H -2.75775 -0.19282 -1.69800
H -5.81682 0.12157 0.35259
H -5.10630 -0.27932 1.91828
H -5.32806 -1.53779 0.69939
H -4.15748 1.95771 0.23208
H -2.39902 1.61363 0.20622
H -3.29670 1.44932 1.69802
H -4.35221 -2.30981 2.85800
H -4.59898 -2.11624 5.26188
H -2.98905 -0.77454 6.58996
H -1.09722 0.34386 5.43595
H -0.80670 0.08746 2.99876
H -0.44035 -2.93595 1.33256
H -1.00599 -4.58016 0.90389
H -1.67413 -3.74370 2.32502
H -0.87905 -2.58468 -1.14155
H -2.52444 -2.64449 -1.77527
H -1.73372 -4.14127 -1.27594
H -4.11269 -3.73101 1.49093
H -3.56593 -4.70979 0.14457
H -4.46213 -3.22750 -0.16613
S -0.52747 2.06639 -4.07977
C -0.50537 1.55056 -2.41846
N 0.64150 1.41769 -1.86822
C 1.64918 1.74448 -2.76915
C 3.01532 1.72936 -2.48263
C 3.89804 2.09269 -3.47881
C 3.44766 2.46569 -4.75247
C 2.10107 2.48498 -5.05085
C 1.20566 2.12310 -4.04524
H -1.43137 1.35056 -1.89988
H 3.35444 1.45310 -1.49364
H 4.95860 2.08943 -3.26222
H 4.16565 2.74550 -5.51376
H 1.75089 2.77387 -6.03339
*
```